# 1
This record from OMol25 describes a cluster of 14 separate species, C67H175N15O21 in total in a non-equilibrium geometry. The level of theory is the ωB97M-V functional and the def2-TZVPD basis.

LUMO level: 0.691 eV
HOMO energy: -8.4 eV
orbital gap: 0.3333 Eh

CARTESIAN COORDINATES (ANGSTROEM)
1 C -3.998 -1.707 -4.869
2 C -4.369 -1.721 -3.440
3 C -3.187 -1.829 -2.490
4 O -2.478 -3.017 -2.669
5 C -1.444 -3.275 -1.652
6 N -5.233 -0.535 -3.159
7 H -4.811 -1.417 -5.534
8 H -3.536 -2.653 -5.149
9 H -3.209 -0.955 -4.902
10 H -5.060 -2.561 -3.383
11 H -3.572 -1.794 -1.471
12 H -2.416 -1.059 -2.530
13 H -0.699 -2.525 -1.917
14 H -0.981 -4.242 -1.849
15 H -1.867 -3.185 -0.652
16 H -5.989 -0.521 -3.830
17 H -5.729 -0.618 -2.283
18 C 1.782 4.624 -1.599
19 C 2.058 6.132 -1.815
20 C 3.076 6.530 -2.883
21 O 3.083 7.935 -3.080
22 C 4.391 8.417 -3.601
23 N 0.752 6.769 -2.040
24 H 1.641 4.089 -2.538
25 H 0.841 4.451 -1.076
26 H 2.598 4.157 -1.048
27 H 2.403 6.506 -0.851
28 H 2.739 6.131 -3.840
29 H 4.067 6.141 -2.647
30 H 4.255 9.401 -4.051
31 H 4.728 7.790 -4.426
32 H 5.181 8.416 -2.849
33 H 1.113 7.690 -2.246
34 H 0.465 6.365 -2.920
35 C 3.269 -1.069 -1.727
36 C 3.336 -0.334 -3.006
37 C 4.205 0.948 -2.970
38 O 4.325 1.666 -4.238
39 C 5.194 2.816 -4.088
40 N 3.735 -1.267 -4.080
41 H 4.248 -1.211 -1.269
42 H 2.953 -2.097 -1.898
43 H 2.504 -0.645 -1.077
44 H 2.420 0.031 -3.470
45 H 5.203 0.569 -2.751
46 H 3.862 1.528 -2.112
47 H 4.710 3.589 -3.492
48 H 5.311 3.202 -5.101
49 H 6.200 2.533 -3.777
50 H 3.044 -1.972 -4.292
51 H 3.778 -0.744 -4.944
52 C 0.718 -0.984 3.481
53 C 0.087 -1.051 2.028
54 C 0.394 0.059 1.031
55 O -0.068 -0.127 -0.348
56 C 0.184 0.961 -1.236
57 N 0.404 -2.372 1.463
58 H 1.799 -0.907 3.363
59 H 0.718 -1.912 4.053
60 H 0.438 -0.099 4.053
61 H -0.982 -0.950 2.212
62 H 1.460 0.276 0.973
63 H -0.069 0.972 1.407
64 H 1.211 1.191 -1.519
65 H -0.247 1.864 -0.803
66 H -0.315 0.765 -2.185
67 H 1.345 -2.204 1.136
68 H -0.136 -2.623 0.647
69 C -1.882 4.663 -6.100
70 C -1.026 4.541 -4.850
71 C -1.344 3.270 -3.978
72 O -2.741 3.332 -3.680
73 C -3.138 2.169 -2.980
74 N 0.447 4.595 -5.004
75 H -1.506 5.538 -6.631
76 H -2.930 4.760 -5.818
77 H -1.843 3.746 -6.688
78 H -1.329 5.374 -4.216
79 H -0.735 3.332 -3.076
80 H -1.010 2.382 -4.516
81 H -4.220 2.210 -2.857
82 H -2.633 1.985 -2.032
83 H -3.072 1.208 -3.490
84 H 0.917 3.757 -5.315
85 H 0.602 5.159 -5.827
86 C -0.561 2.619 8.047
87 C -0.274 2.315 6.590
88 C -1.415 2.509 5.552
89 O -1.110 1.939 4.322
90 C -2.212 1.975 3.416
91 N 0.960 3.008 6.308
92 H -1.278 1.879 8.404
93 H -1.031 3.585 8.230
94 H 0.338 2.541 8.659
95 H -0.018 1.256 6.564
96 H -1.852 3.502 5.443
97 H -2.251 1.883 5.863
98 H -3.105 1.585 3.905
99 H -2.071 1.327 2.551
100 H -2.443 2.957 3.005
101 H 1.228 2.667 5.396
102 H 1.715 2.707 6.907
103 C 7.425 -5.235 -4.857
104 O 6.158 -4.636 -4.662
105 C 5.169 -5.445 -5.261
106 C 3.916 -4.570 -5.388
107 N 3.270 -4.357 -4.091
108 C 2.780 -5.600 -3.497
109 C 2.236 -5.299 -2.082
110 O 3.293 -5.081 -1.141
111 C 2.870 -4.508 0.150
112 H 8.073 -4.807 -4.092
113 H 7.881 -4.960 -5.809
114 H 7.433 -6.318 -4.742
115 H 5.109 -6.414 -4.766
116 H 5.524 -5.603 -6.280
117 H 3.118 -4.958 -6.020
118 H 4.204 -3.616 -5.830
119 H 3.923 -4.038 -3.389
120 H 3.551 -6.363 -3.390
121 H 2.015 -6.086 -4.101
122 H 1.609 -6.123 -1.742
123 H 1.587 -4.422 -2.072
124 H 2.147 -3.702 0.026
125 H 3.752 -4.186 0.702
126 H 2.386 -5.244 0.792
127 C -0.294 -1.484 -4.982
128 O -0.646 -0.363 -5.692
129 C -1.307 -0.675 -6.981
130 C -2.234 0.491 -7.347
131 N -2.682 0.293 -8.711
132 C -3.771 -0.718 -8.838
133 C -4.179 -0.694 -10.293
134 O -4.931 -1.801 -10.571
135 C -5.116 -2.006 -11.938
136 H -1.085 -2.234 -4.980
137 H -0.015 -1.146 -3.984
138 H 0.489 -2.010 -5.528
139 H -1.928 -1.571 -6.983
140 H -0.581 -0.827 -7.780
141 H -1.629 1.397 -7.321
142 H -3.055 0.598 -6.637
143 H -3.066 1.167 -9.041
144 H -4.680 -0.420 -8.316
145 H -3.457 -1.728 -8.573
146 H -3.249 -0.689 -10.863
147 H -4.678 0.255 -10.484
148 H -5.469 -1.183 -12.560
149 H -5.907 -2.737 -12.106
150 H -4.308 -2.642 -12.300
151 C -9.942 -4.274 -0.884
152 O -9.642 -2.989 -0.550
153 C -9.565 -2.163 -1.736
154 C -8.976 -0.796 -1.271
155 N -7.609 -1.033 -0.973
156 C -6.976 0.103 -0.441
157 C -5.677 -0.162 0.298
158 O -5.782 -1.010 1.417
159 C -4.636 -1.090 2.127
160 H -10.787 -4.413 -1.559
161 H -10.348 -4.772 -0.003
162 H -9.089 -4.834 -1.268
163 H -10.603 -2.011 -2.033
164 H -9.067 -2.677 -2.559
165 H -9.484 -0.441 -0.374
166 H -9.131 -0.021 -2.022
167 H -7.492 -1.890 -0.452
168 H -7.616 0.562 0.312
169 H -6.872 0.954 -1.114
170 H -5.322 0.805 0.653
171 H -5.015 -0.617 -0.439
172 H -4.571 -1.999 2.726
173 H -4.675 -0.195 2.748
174 H -3.649 -0.954 1.684
175 C -3.740 -3.201 13.315
176 O -2.867 -4.213 12.903
177 C -1.456 -3.952 13.074
178 C -0.646 -4.802 12.020
179 N -0.939 -4.397 10.641
180 C -0.197 -5.225 9.671
181 C -0.227 -4.668 8.268
182 O 0.316 -3.370 8.197
183 C 0.623 -2.965 6.895
184 H -3.595 -3.084 14.389
185 H -4.778 -3.532 13.301
186 H -3.765 -2.197 12.893
187 H -1.057 -4.243 14.045
188 H -1.183 -2.912 12.894
189 H -0.886 -5.859 12.136
190 H 0.412 -4.582 12.157
191 H -0.685 -3.441 10.436
192 H -0.577 -6.246 9.696
193 H 0.862 -5.352 9.894
194 H -1.231 -4.712 7.847
195 H 0.342 -5.325 7.610
196 H 1.619 -3.331 6.648
197 H 0.677 -1.876 6.915
198 H -0.155 -3.234 6.180
199 C 4.867 -0.267 1.338
200 O 5.687 0.333 0.357
201 C 7.059 0.054 0.664
202 C 8.007 0.323 -0.609
203 N 7.980 1.732 -0.938
204 C 9.110 2.076 -1.788
205 C 9.153 3.687 -2.012
206 O 7.918 4.080 -2.577
207 C 7.840 5.447 -2.987
208 H 4.985 0.141 2.341
209 H 4.897 -1.356 1.389
210 H 3.834 0.021 1.142
211 H 7.210 -0.973 0.996
212 H 7.325 0.749 1.461
213 H 7.655 -0.214 -1.489
214 H 9.028 -0.045 -0.510
215 H 7.090 2.003 -1.331
216 H 8.958 1.575 -2.744
217 H 10.054 1.780 -1.331
218 H 10.022 3.874 -2.643
219 H 9.194 4.237 -1.072
220 H 8.489 6.080 -2.382
221 H 6.811 5.770 -2.827
222 H 8.191 5.555 -4.014
223 C 3.890 -6.333 8.740
224 O 3.952 -5.712 7.431
225 C 3.873 -6.813 6.380
226 C 3.939 -6.088 5.055
227 N 2.763 -5.205 4.808
228 C 3.080 -4.185 3.798
229 C 4.037 -3.042 4.206
230 O 3.232 -2.142 4.975
231 C 3.851 -0.911 5.403
232 H 3.897 -5.479 9.418
233 H 4.593 -7.084 9.099
234 H 2.886 -6.748 8.839
235 H 2.936 -7.368 6.421
236 H 4.729 -7.479 6.491
237 H 4.114 -6.825 4.271
238 H 4.852 -5.499 5.135
239 H 2.715 -4.743 5.705
240 H 2.164 -3.736 3.413
241 H 3.529 -4.600 2.896
242 H 4.489 -2.528 3.358
243 H 4.823 -3.355 4.893
244 H 3.339 -0.557 6.297
245 H 4.048 -0.156 4.642
246 H 4.867 -1.181 5.692
247 C -8.935 5.787 1.697
248 O -7.596 5.413 1.329
249 C -7.199 4.155 1.783
250 C -6.060 3.754 0.908
251 N -4.868 4.598 0.923
252 C -3.928 4.154 -0.164
253 C -2.569 4.777 0.223
254 O -2.627 6.219 0.093
255 C -2.590 6.771 -1.291
256 H -9.227 6.732 1.239
257 H -8.911 6.088 2.744
258 H -9.754 5.117 1.436
259 H -8.047 3.472 1.727
260 H -6.928 4.290 2.830
261 H -6.469 3.677 -0.099
262 H -5.929 2.729 1.256
263 H -5.095 5.522 0.584
264 H -4.152 4.456 -1.188
265 H -3.828 3.071 -0.087
266 H -1.755 4.393 -0.392
267 H -2.350 4.509 1.256
268 H -3.493 6.424 -1.794
269 H -1.739 6.268 -1.751
270 H -2.452 7.847 -1.393
271 C 1.574 4.050 2.402
272 O 2.424 3.141 2.532
273 N 0.334 3.980 2.721
274 N 1.751 5.154 1.674
275 H -0.130 4.852 2.930
276 H -0.005 3.139 3.167
277 H 2.649 5.179 1.214
278 H 0.940 5.711 1.447

***

# 2
This record from OMol25 describes a structure of composition C48H42CrF2GeNOSSi in a non-equilibrium geometry. The level of theory is the ωB97M-V functional and the def2-TZVPD basis.

⟨S²⟩: 8.78
LUMO level (alpha / beta): 0.355 / -1.609 eV
HOMO energy (alpha / beta): -7.5 / -7.4 eV
orbital gap (alpha / beta): 0.2892 / 0.2122 Eh
spin multiplicity: 6
relative energy (zero: lowest compared OMol25 entry of this formula, charge and spin): 1.719 eV

CARTESIAN COORDINATES (ANGSTROEM)
1 Cr -1.537 0.422 -1.377
2 F -6.776 -1.253 -2.098
3 C -5.602 -0.808 -2.584
4 C -4.666 -0.284 -1.717
5 C -3.431 0.168 -2.177
6 C -3.223 0.149 -3.582
7 C -4.173 -0.436 -4.412
8 F -3.958 -0.546 -5.743
9 C -5.366 -0.936 -3.938
10 C -2.082 0.955 -4.049
11 C -1.734 1.199 -5.373
12 C -0.858 2.231 -5.669
13 C -0.370 3.014 -4.638
14 C -0.645 2.626 -3.343
15 N -1.442 1.602 -3.040
16 H -4.914 -0.231 -0.661
17 H -6.084 -1.387 -4.607
18 H -2.157 0.603 -6.164
19 H -0.586 2.434 -6.696
20 H 0.249 3.877 -4.829
21 H -0.202 3.148 -2.503
22 O -0.279 0.352 1.619
23 S 0.158 1.102 2.844
24 C -0.657 0.378 4.298
25 C -1.697 1.140 4.814
26 C -2.391 0.703 5.932
27 C -2.032 -0.489 6.543
28 C -0.985 -1.245 6.030
29 C -0.301 -0.820 4.903
30 C 1.839 0.602 3.234
31 C 2.677 1.564 3.781
32 C 4.008 1.255 4.012
33 C 4.481 -0.018 3.723
34 C 3.625 -0.985 3.213
35 C 2.303 -0.668 2.939
36 H -1.961 2.076 4.333
37 H -3.209 1.290 6.327
38 H -2.561 -0.828 7.425
39 H -0.696 -2.170 6.513
40 H 0.509 -1.417 4.511
41 H 2.286 2.550 4.004
42 H 4.678 2.003 4.416
43 H 5.523 -0.260 3.893
44 H 3.990 -1.983 3.019
45 H 1.644 -1.387 2.470
46 C 1.591 2.309 0.005
47 Ge 0.959 0.691 -1.018
48 C 1.805 0.972 -2.837
49 C 2.570 2.067 -3.236
50 C 3.172 2.119 -4.487
51 C 3.011 1.067 -5.378
52 C 2.244 -0.031 -5.008
53 C 1.641 -0.064 -3.758
54 C 2.153 -0.869 -0.603
55 C 1.537 -2.087 -0.453
56 C 2.256 -3.276 -0.208
57 C 3.616 -3.239 -0.110
58 C 4.311 -2.016 -0.269
59 C 5.721 -1.959 -0.152
60 C 6.393 -0.783 -0.328
61 C 5.682 0.389 -0.654
62 C 4.319 0.366 -0.753
63 C 3.581 -0.825 -0.540
64 H 2.429 2.070 0.659
65 H 0.773 2.685 0.620
66 H 1.896 3.118 -0.661
67 H 2.699 2.910 -2.563
68 H 3.770 2.979 -4.767
69 H 3.485 1.096 -6.351
70 H 2.124 -0.862 -5.693
71 H 1.038 -0.925 -3.479
72 H 0.456 -2.133 -0.532
73 H 1.720 -4.211 -0.094
74 H 4.180 -4.143 0.094
75 H 6.260 -2.872 0.077
76 H 7.471 -0.748 -0.229
77 H 6.224 1.311 -0.827
78 H 3.784 1.264 -1.020
79 C -1.243 -2.432 1.742
80 Si -2.041 -1.339 0.404
81 C -2.882 -2.704 -0.660
82 C -3.266 -0.233 1.370
83 C -3.170 1.160 1.336
84 C -4.069 1.958 2.026
85 C -5.096 1.375 2.758
86 C -5.201 -0.007 2.810
87 C -4.290 -0.801 2.125
88 H -1.917 -3.265 1.962
89 H -1.068 -1.881 2.663
90 H -0.293 -2.856 1.407
91 H -3.962 -2.681 -0.494
92 H -2.508 -3.683 -0.355
93 H -2.710 -2.584 -1.730
94 H -2.373 1.631 0.768
95 H -3.980 3.037 1.986
96 H -5.811 1.998 3.279
97 H -5.999 -0.466 3.380
98 H -4.385 -1.881 2.179

***

The calculation returns the following E values, one per record and in order: -137648.1851, -163078.3107 eV.